DFT (ωB97M-V/def2-TZVPD) results for a 3-piece molecular cluster, C5H16O2 overall.

Calculated values
- HOMO: -11.044 eV
- SMILES string: CCC(C)C.O.O
- Gap between HOMO and LUMO: 11.89 eV
- Energy relative to the best compared isomer or geometry (same formula, charge and spin): 17.8 kcal per mole

Geometry as XYZ:
```
23
C5H16O2, DFT ωB97M-V/def2-TZVPD
C -0.923 -2.055 -0.950
C -1.300 -0.604 -0.729
C -1.606 -0.181 0.721
C -2.206 1.218 0.700
C -0.296 -0.242 1.572
H -0.204 -2.458 -0.221
H -1.774 -2.740 -0.960
H -0.370 -2.291 -1.867
H -0.514 0.001 -1.186
H -2.184 -0.366 -1.334
H -2.322 -0.906 1.118
H -2.899 1.490 1.509
H -2.773 1.477 -0.190
H -1.404 1.937 0.914
H -0.297 -1.141 2.188
H -0.225 0.672 2.156
H 0.543 -0.319 0.895
O 2.105 -0.409 -1.100
H 1.419 0.200 -1.306
H 1.712 -1.163 -0.705
O 3.187 2.088 0.019
H 4.044 1.737 0.309
H 3.059 1.839 -0.872
```